Entry 1:
Here is an isolated ion of composition C3H9N2S and charge +1 in a non-equilibrium geometry from OMol25. Energies are from the ωB97M-V functional and the def2-TZVPD basis.

```
15
C3H9N2S (the ωB97M-V functional and the def2-TZVPD basis)
N -0.5253 -1.6513 -0.5596
C 0.5319 -0.9105 0.5658
C -0.3766 0.2535 0.9791
N -0.2715 1.1626 -0.1012
C 1.1802 1.3146 -0.3438
S 2.0212 -0.3947 -0.1963
H -1.3554 -1.1359 -0.6505
H -0.1298 -1.7183 -1.4421
H -0.7680 -2.5730 -0.2713
H 0.4850 -1.7159 1.3049
H -1.4514 -0.0823 1.0753
H -0.1598 0.6631 1.9593
H -0.7528 2.1297 0.0785
H 1.2991 1.5815 -1.4484
H 1.9706 1.8077 0.1778
```

Computed properties:
ΔE to the lowest compared entry with this formula, charge and spin, kcal/mol: 41.02
Total charge: +1
LUMO, eV: -3.266
Kohn-Sham gap, hartree: 0.3822
SMILES: [NH3+][C@@H]1CNCS1


Entry 2:
Here is C23H35BCrN2O6Se as an isolated structure from OMol25. Energies are from the ωB97M-V functional and the def2-TZVPD basis.

```
69
C23H35BCrN2O6Se (the ωB97M-V functional and the def2-TZVPD basis)
Cr -0.1730 -0.0543 0.3122
C -0.4516 0.9704 3.2281
O 0.4626 0.5905 2.1823
C 1.6412 1.4005 2.0990
C 2.6405 0.6069 1.3013
O 2.0233 0.2773 0.0507
C 2.7764 -0.6998 -0.6865
H 0.0784 0.9546 4.1800
H -1.2431 0.2265 3.2278
H -0.8512 1.9646 3.0258
H 2.0304 1.5864 3.1015
H 1.3954 2.3565 1.6262
H 2.8942 -0.3174 1.8274
H 3.5492 1.1881 1.1285
H 3.7777 -0.3171 -0.8876
H 2.2499 -0.8764 -1.6208
H 2.8326 -1.6309 -0.1209
Se -0.5409 -2.2211 1.2583
C -1.8834 -2.9611 0.1056
C -1.5454 -3.9763 -0.7843
C -2.4999 -4.4810 -1.6582
C -3.7922 -3.9735 -1.6493
C -4.1334 -2.9729 -0.7479
C -3.1865 -2.4722 0.1348
H -0.5349 -4.3637 -0.7980
H -2.2320 -5.2729 -2.3457
H -4.5347 -4.3667 -2.3312
H -5.1424 -2.5815 -0.7265
H -3.4534 -1.6852 0.8274
O 2.9055 3.3355 -5.9867
C 2.4651 3.7598 -4.7304
N 1.7652 2.7166 -3.9910
C 0.5583 2.3029 -4.4649
O -0.0028 2.8379 -5.4007
C -0.0948 1.1560 -3.7487
C -1.0331 0.3838 -4.4260
C -1.6734 -0.6370 -3.7504
C -1.3852 -0.8459 -2.4122
N -0.4926 -0.0960 -1.7515
C 0.1391 0.8856 -2.4163
H 2.1419 3.3124 -6.5763
H 1.7899 4.6122 -4.8046
H 3.3440 4.0403 -4.1552
H 2.3300 2.0441 -3.4974
H -1.2458 0.6076 -5.4633
H -2.4043 -1.2671 -4.2364
H -1.8848 -1.6156 -1.8419
H 0.8270 1.4938 -1.8391
C -4.1500 2.6433 1.8182
C -3.8022 2.3130 0.3750
C -5.0256 2.4300 -0.5091
O -3.3543 0.9174 0.3590
B -2.0033 0.9261 0.4274
O -1.4570 2.1986 0.3141
C -2.5457 3.0786 -0.1431
C -2.4606 3.1277 -1.6607
C -2.3412 4.4535 0.4528
H -4.9108 1.9459 2.1668
H -4.5423 3.6557 1.9114
H -3.2782 2.5454 2.4673
H -5.8404 1.8500 -0.0776
H -4.8349 2.0569 -1.5132
H -5.3484 3.4707 -0.5761
H -2.6071 2.1376 -2.0978
H -1.4759 3.4961 -1.9519
H -3.2104 3.8000 -2.0771
H -2.2494 4.4127 1.5363
H -3.1788 5.1054 0.1992
H -1.4336 4.8984 0.0442
```

Computed properties:
ΔE to the lowest compared entry with this formula, charge and spin, kcal/mol: 0.00
Total charge: +1
LUMO (spin up / spin down), eV: -3.191 / -3.068
Kohn-Sham gap (spin up / spin down), hartree: 0.2678 / 0.2837
Spin multiplicity: 4


Entry 3:
Here is a 16-piece molecular cluster, C87H219N13O29 overall in a non-equilibrium geometry from OMol25. Energies are from the ωB97M-V functional and the def2-TZVPD basis.

```
348
C87H219N13O29 (the ωB97M-V functional and the def2-TZVPD basis)
C 3.6325 2.2224 -2.5561
C 2.8667 2.5064 -3.8393
C 3.7363 2.7590 -5.0630
O 2.0472 1.3691 -4.2266
H 4.2542 3.0950 -2.3557
H 4.3728 1.4265 -2.6381
H 3.0001 1.9963 -1.6976
H 2.2247 3.3662 -3.6477
H 4.3251 1.8920 -5.3627
H 4.5239 3.4728 -4.8216
H 3.0888 3.0735 -5.8815
H 1.1877 1.7298 -4.4564
C -2.9440 -5.4430 2.4603
C -2.1562 -6.4271 1.6018
C -0.7355 -6.0664 1.2417
O -2.2191 -7.6817 2.2638
H -3.9289 -5.7892 2.7738
H -3.1034 -4.4632 2.0101
H -2.4386 -5.3150 3.4175
H -2.7893 -6.5944 0.7305
H -0.3201 -6.8360 0.5912
H -0.2248 -6.0513 2.2045
H -0.5674 -5.0937 0.7794
H -1.7243 -8.3028 1.7244
C -2.7144 -5.0611 -5.2224
C -1.8840 -5.6537 -4.1104
C -1.4417 -7.0787 -4.4918
O -0.7933 -4.7560 -4.0281
H -2.9527 -4.0222 -4.9945
H -3.6417 -5.6330 -5.2572
H -2.2332 -5.1147 -6.1990
H -2.4378 -5.6049 -3.1728
H -0.7582 -7.4266 -3.7173
H -0.9296 -7.0335 -5.4529
H -2.2545 -7.8012 -4.5655
H -0.2890 -4.9452 -4.8227
C -7.5058 -9.9399 -1.2254
O -6.2899 -9.8140 -2.0242
C -6.0995 -8.5422 -2.5498
C -5.7542 -7.5182 -1.4450
N -5.4916 -6.1572 -1.9826
C -5.6153 -5.1716 -0.9140
C -6.9824 -4.9204 -0.2971
O -7.0421 -3.6646 0.4025
C -6.3882 -3.6617 1.7105
H -8.4316 -9.6534 -1.7243
H -7.3536 -9.5321 -0.2260
H -7.6263 -10.9789 -0.9186
H -7.0049 -8.2713 -3.0929
H -5.3027 -8.4880 -3.2917
H -4.8571 -7.9007 -0.9584
H -6.5726 -7.4481 -0.7284
H -6.0600 -5.8854 -2.7720
H -5.3024 -4.2069 -1.3135
H -4.9561 -5.4126 -0.0800
H -7.4026 -5.6421 0.4035
H -7.6817 -4.8644 -1.1314
H -6.5267 -4.5962 2.2541
H -6.7181 -2.8324 2.3362
H -5.3032 -3.6186 1.6153
C -2.0987 1.8940 3.1902
O -3.3613 2.5129 3.1651
C -3.3518 3.9645 3.1945
C -4.7506 4.5202 3.5898
N -4.8205 5.8897 4.0186
C -4.5929 5.8915 5.4516
C -4.7090 7.3385 5.9762
O -3.6588 8.1542 5.5030
C -3.5463 9.4230 6.0279
H -2.2299 0.8147 3.1120
H -1.5482 2.0176 4.1228
H -1.4254 2.1627 2.3763
H -3.1578 4.3491 2.1932
H -2.5639 4.2742 3.8812
H -5.2823 3.8154 4.2292
H -5.3403 4.4284 2.6778
H -4.0848 6.4075 3.5595
H -3.6336 5.5040 5.7946
H -5.4514 5.3952 5.9040
H -4.6131 7.3001 7.0613
H -5.6947 7.7047 5.6892
H -3.5841 9.4609 7.1166
H -4.4099 9.9419 5.6118
H -2.6324 9.9248 5.7097
C 6.2073 -4.0193 -6.7935
O 5.2949 -3.5967 -5.8012
C 5.1507 -2.1750 -5.7115
C 4.0104 -1.7860 -4.7670
N 4.4784 -2.1073 -3.4210
C 3.6571 -1.6316 -2.2801
C 2.4055 -2.5218 -2.1226
O 2.7936 -3.9025 -1.8103
C 1.7175 -4.7306 -1.4711
H 6.7025 -4.9388 -6.4814
H 6.9795 -3.2978 -7.0603
H 5.6424 -4.1321 -7.7188
H 4.9300 -1.8252 -6.7200
H 6.0785 -1.6696 -5.4435
H 3.1780 -2.4589 -4.9724
H 3.7741 -0.7518 -5.0176
H 4.5900 -3.1112 -3.4238
H 3.3750 -0.5788 -2.2875
H 4.2925 -1.7914 -1.4090
H 1.9068 -2.5876 -3.0896
H 1.7168 -2.0472 -1.4237
H 1.9010 -5.7636 -1.1755
H 1.0147 -4.8197 -2.2994
H 1.1684 -4.2343 -0.6709
C -0.4716 -2.2203 3.4847
O 0.9498 -2.1672 3.5802
C 1.5027 -3.5134 3.6596
C 3.0026 -3.4318 4.1214
N 3.7628 -3.6880 2.8906
C 5.1861 -3.8303 3.0704
C 5.9920 -3.8327 1.7311
O 6.0806 -2.4392 1.2801
C 6.6181 -2.3374 0.0258
H -0.8714 -1.2063 3.4841
H -0.9623 -2.7743 4.2849
H -0.7411 -2.6328 2.5124
H 1.3230 -4.0957 2.7559
H 0.9307 -4.0241 4.4343
H 3.2788 -4.2255 4.8156
H 3.2389 -2.4961 4.6280
H 3.6625 -2.8948 2.2734
H 5.2750 -4.8057 3.5487
H 5.5489 -3.0842 3.7774
H 5.4857 -4.4587 0.9963
H 6.9735 -4.3018 1.7991
H 6.0171 -3.0128 -0.5831
H 7.6833 -2.5492 -0.0671
H 6.5054 -1.3383 -0.3951
C 11.1810 1.3759 3.7242
O 10.0690 0.6255 3.3161
C 10.1919 -0.7303 3.6807
C 9.0460 -1.4804 2.9821
N 7.6566 -1.3734 3.5762
C 7.1793 -0.0022 3.7304
C 5.7534 0.1098 4.3192
O 5.2696 1.4559 4.1774
C 3.8697 1.5623 4.5162
H 12.0158 1.1974 3.0463
H 11.3815 1.0748 4.7524
H 10.9816 2.4452 3.7955
H 10.2275 -0.8746 4.7605
H 11.1296 -1.1634 3.3324
H 9.4262 -2.4755 2.7514
H 9.0092 -1.0919 1.9643
H 6.9619 -1.7372 2.9396
H 7.1711 0.3751 2.7078
H 7.8721 0.5757 4.3421
H 5.6789 -0.2093 5.3588
H 5.0521 -0.5937 3.8704
H 3.5282 2.5204 4.1244
H 3.6445 1.3935 5.5693
H 3.2236 0.8500 4.0030
C 9.6993 5.0530 5.9810
O 8.7297 5.2814 4.9972
C 7.5165 4.5303 5.0810
C 6.4628 5.2161 4.1444
N 6.8960 5.2009 2.6784
C 6.4965 3.8984 2.1463
C 6.9030 3.6706 0.7065
O 8.3031 3.6825 0.5551
C 8.9399 2.5438 1.0638
H 10.6253 5.4917 5.6092
H 9.9118 3.9899 6.0938
H 9.4823 5.4494 6.9728
H 7.1934 4.4809 6.1209
H 7.6319 3.4818 4.8065
H 6.4243 6.2687 4.4249
H 5.4284 4.9105 4.3015
H 7.9016 5.2479 2.7605
H 5.4226 3.8553 2.3280
H 6.8819 3.1280 2.8141
H 6.4457 4.4249 0.0662
H 6.5105 2.7815 0.2130
H 9.1272 2.6320 2.1340
H 9.8409 2.2325 0.5353
H 8.3986 1.5979 1.0408
C -4.4417 -8.4325 -6.2222
O -5.3441 -7.2958 -6.0372
C -6.7339 -7.5759 -5.9766
C -7.5428 -6.2675 -5.7281
N -6.9637 -5.3994 -4.6457
C -7.6708 -4.0617 -4.7415
C -7.1150 -3.0535 -3.6926
O -5.7535 -2.6886 -3.9703
C -5.2749 -1.6962 -3.0650
H -4.5010 -9.0585 -5.3318
H -3.4261 -8.1282 -6.4752
H -4.8136 -8.9814 -7.0873
H -6.9059 -8.3548 -5.2337
H -7.0927 -7.9090 -6.9504
H -8.5917 -6.4665 -5.5088
H -7.5681 -5.7047 -6.6612
H -6.0156 -5.2665 -4.9676
H -8.7051 -4.2084 -4.4303
H -7.5925 -3.6588 -5.7513
H -7.0706 -3.5604 -2.7286
H -7.7667 -2.1807 -3.6531
H -5.4317 -2.0656 -2.0516
H -5.7779 -0.7349 -3.1706
H -4.2041 -1.5013 -3.1237
C -4.5120 1.9332 -4.1051
O -5.3006 1.8852 -2.9213
C -4.4534 1.8059 -1.7583
C -5.2859 1.6088 -0.4504
N -5.8594 0.2476 -0.3678
C -6.4638 0.0372 0.9475
C -5.5672 0.2672 2.1602
O -6.0296 -0.5387 3.2391
C -5.4085 -0.1364 4.4580
H -3.7418 2.6994 -4.0165
H -5.1394 2.2666 -4.9317
H -4.0794 0.9600 -4.3372
H -3.8588 2.7181 -1.7081
H -3.7104 1.0168 -1.8746
H -6.0535 2.3805 -0.5088
H -4.6310 1.8717 0.3802
H -6.5909 0.3023 -1.0620
H -6.8487 -0.9816 0.9910
H -7.3628 0.6451 1.0495
H -5.5282 1.3341 2.3801
H -4.5647 -0.0394 1.8618
H -5.4993 0.9409 4.5968
H -4.3445 -0.3251 4.6004
H -5.8643 -0.7209 5.2572
C -3.4907 2.7513 -7.8011
O -2.3457 2.3947 -6.9806
C -1.4834 3.4996 -6.8796
C -0.1443 3.0867 -6.1819
N -0.4078 2.7206 -4.7877
C -0.9371 3.7971 -3.9404
C -1.3374 3.3153 -2.5165
O -1.9992 4.3471 -1.6971
C -1.9163 4.1948 -0.2992
H -4.0147 3.5705 -7.3087
H -4.2275 1.9585 -7.9302
H -3.2211 3.0816 -8.8042
H -1.9669 4.3780 -6.4521
H -1.0963 3.8756 -7.8267
H 0.5717 3.9030 -6.2764
H 0.2174 2.2672 -6.8029
H -0.9852 1.8993 -4.8978
H -1.8546 4.1539 -4.4085
H -0.2470 4.6362 -3.8521
H -0.4537 2.9397 -2.0006
H -1.9354 2.4082 -2.6028
H -2.6064 3.4283 0.0535
H -2.1026 5.2076 0.0582
H -0.9018 3.9637 0.0256
C -0.5538 -0.4075 -3.4790
O -1.3323 0.0375 -4.5630
C -1.8894 -1.0745 -5.2552
C -2.6291 -0.8097 -6.5609
N -1.7931 -0.1750 -7.5364
C -2.2504 -0.3834 -8.9425
C -1.3147 0.4279 -9.9070
O -1.7686 0.2656 -11.3194
C -2.8638 1.0548 -11.6460
H -1.0769 -1.1269 -2.8489
H -0.1462 0.4439 -2.9339
H 0.2866 -0.9240 -3.9426
H -2.6067 -1.6120 -4.6351
H -1.1401 -1.8070 -5.5554
H -3.5939 -0.3067 -6.4963
H -2.8322 -1.7912 -6.9892
H -2.0153 0.7938 -7.3571
H -3.2780 -0.0748 -9.1349
H -2.2788 -1.4682 -9.0443
H -0.3012 0.0268 -9.8968
H -1.3198 1.4843 -9.6385
H -2.8995 2.0631 -11.2335
H -3.8101 0.6039 -11.3472
H -2.9022 1.0421 -12.7353
C 2.0122 4.7896 -0.2739
O 1.5209 4.1555 0.8944
C 2.3565 4.1439 1.9816
C 2.2233 5.4229 2.8307
N 0.8263 5.5888 3.2368
C 0.4544 6.8840 3.8561
C -0.9756 7.0417 4.3561
O -1.8880 6.7786 3.2385
C -2.2752 7.8534 2.4307
H 2.1215 5.8734 -0.2346
H 1.3533 4.6330 -1.1279
H 2.9348 4.2655 -0.5239
H 3.3969 4.0432 1.6727
H 2.0842 3.2556 2.5516
H 2.5735 6.2659 2.2350
H 2.8774 5.3336 3.6981
H 0.2358 5.3624 2.4492
H 0.5995 7.6787 3.1243
H 1.1761 7.1167 4.6390
H -1.0710 8.0414 4.7798
H -1.1867 6.3478 5.1698
H -1.4017 8.3637 2.0250
H -2.8143 8.6664 2.9171
H -2.9501 7.4901 1.6557
C 4.2959 0.2358 0.9296
O 3.0513 0.4690 0.3800
C 1.9372 0.0409 1.1700
C 0.7003 0.5907 0.3797
N -0.5153 -0.1284 0.8435
C -1.6762 0.0343 -0.0090
C -2.5632 -1.2623 0.2194
O -1.7091 -2.3496 -0.0849
C -2.2701 -3.3413 -0.9503
H 4.4885 -0.8360 0.8818
H 4.2650 0.5510 1.9725
H 5.1480 0.6831 0.4178
H 2.0253 0.4774 2.1649
H 1.9074 -1.0422 1.2885
H 0.9075 0.5432 -0.6893
H 0.4768 1.6354 0.5959
H -0.3211 -1.1147 0.7454
H -1.4095 0.0646 -1.0655
H -2.1891 0.9489 0.2885
H -3.4765 -1.2828 -0.3753
H -2.9047 -1.3424 1.2514
H -2.5330 -2.8645 -1.8945
H -3.2039 -3.6800 -0.5014
H -1.6006 -4.1925 -1.0743
C 4.0332 4.7823 11.8943
O 3.5807 4.9844 10.6049
C 2.5300 4.1526 10.1452
C 2.3049 4.4737 8.6646
N 1.4806 3.5349 7.9682
C 1.4075 3.7984 6.4987
C 0.3803 2.7799 5.9050
O 0.9749 1.5096 5.9394
C 0.3455 0.5037 5.1620
H 3.2678 5.1914 12.5538
H 4.9871 5.2554 12.1272
H 4.2643 3.7652 12.2109
H 1.6045 4.2357 10.7149
H 2.8063 3.0982 10.1489
H 3.2377 4.5480 8.1056
H 1.8318 5.4539 8.6054
H 1.6982 2.5628 8.1350
H 2.3970 3.6938 6.0536
H 1.1262 4.8434 6.3686
H 0.2948 3.1315 4.8769
H -0.5946 2.7168 6.3886
H 0.7621 -0.4712 5.4151
H 0.5987 0.6655 4.1142
H -0.7351 0.4437 5.2915
```

Computed properties:
ΔE to the lowest compared entry with this formula, charge and spin, kcal/mol: 38.13
LUMO, eV: 0.553
Kohn-Sham gap, hartree: 0.3158


Entry 4:
Here is one molecule with the formula C5H5NO in a non-equilibrium geometry from OMol25. Energies are from the ωB97M-V functional and the def2-TZVPD basis.

```
12
C5H5NO (the ωB97M-V functional and the def2-TZVPD basis)
N 0.7052 -1.6626 -2.2705
C 0.4523 -0.7789 -1.5621
C 0.2291 0.4895 -0.8655
C 0.8923 0.7223 0.4663
C -0.6004 0.5318 0.4010
C -0.9741 -0.8497 0.8387
O -1.6232 -1.1419 1.8083
H 0.1524 1.2741 -1.6062
H 1.4424 -0.1145 0.8879
H 1.3174 1.6917 0.7115
H -1.2935 1.3423 0.6270
H -0.5194 -1.5878 0.1255
```

Computed properties:
ΔE to the lowest compared entry with this formula, charge and spin, kcal/mol: 37.71
LUMO, eV: 0.601
Kohn-Sham gap, hartree: 0.3975
SMILES: N#C[C@@H]1C[C@@H]1C=O


Which of these has the lowest ΔE to the lowest compared entry with this formula, charge and spin? C23H35BCrN2O6Se


Which of these has the highest ΔE to the lowest compared entry with this formula, charge and spin? C3H9N2S